Entry 1:
The following is a DFT calculation (ωB97M-V/def2-TZVPD) of C18H18N4O3 in the gas phase.

XYZ file:
```
43
Properties=species:S:1:pos:R:3:mulliken_charge:R:1
C -6.00651 -3.14992 0.46855 -0.8389
O -5.63240 -2.03345 1.23579 -0.4490
C -4.89116 -1.05329 0.63984 0.9223
C -4.47108 -1.06552 -0.68525 -0.3992
C -3.71942 -0.01281 -1.17902 -0.6725
C -3.38123 1.06552 -0.37669 0.0968
C -2.52334 2.17755 -0.92995 -1.3312
C -1.10518 1.69604 -0.92095 0.6510
N -0.61553 1.16007 -1.98969 -0.4103
N 0.61153 0.65443 -2.02564 -0.7638
C 1.35438 0.69008 -0.95159 0.3013
N 2.59408 0.15109 -1.03281 -0.0961
C 3.59158 0.08989 -0.05622 0.2594
C 3.88941 1.14839 0.79071 -0.4736
C 4.90044 1.03109 1.73169 -0.7893
C 5.63198 -0.13656 1.81519 -0.6813
C 5.37413 -1.19051 0.95049 -0.5176
C 4.36059 -1.09010 0.01148 0.7520
O 4.01968 -2.05660 -0.89061 -0.4322
C 4.76758 -3.24909 -0.91256 -0.8996
N 0.91147 1.22763 0.22166 -0.0327
C -0.36328 1.78048 0.33786 0.5837
O -0.73562 2.25923 1.38728 -0.6832
C -3.79394 1.06826 0.95016 -0.2309
C -4.54232 0.02507 1.45316 -0.6490
H -5.13242 -3.70052 0.10464 0.3355
H -6.58003 -3.78948 1.13801 0.2395
H -6.63402 -2.86323 -0.38195 0.3349
H -4.71741 -1.88570 -1.34138 0.3733
H -3.38337 -0.03381 -2.20535 0.4011
H -2.81343 2.40872 -1.95440 0.3941
H -2.60569 3.06273 -0.29890 0.4897
H 2.73647 -0.43449 -1.84501 0.2999
H 3.35802 2.08280 0.69214 0.6386
H 5.11656 1.85917 2.38807 0.3824
H 6.41889 -0.23408 2.54671 0.3755
H 5.96666 -2.08825 1.02323 0.3924
H 4.33642 -3.84935 -1.71192 0.2508
H 5.82228 -3.05646 -1.13129 0.3749
H 4.68301 -3.79265 0.03328 0.3653
H 1.48247 1.18420 1.05930 0.3669
H -3.51657 1.88872 1.59434 0.3548
H -4.86968 0.01862 2.48086 0.4143
```

As for the structure (SMILES): COc1ccc(Cc2nnc(Nc3ccccc3OC)[nH]c2=O)cc1. The value obtained for the calculated total energy is -31060.3001 eV. For the max |F|, the calculation gives 0.028 hartree/bohr. The calculation puts the relative energy (zero: lowest compared OMol25 entry of this formula, charge and spin) at 34.1 kcal/mol. Its highest occupied orbital energy is -8.0 eV.

---

Entry 2:
The following is a DFT calculation (ωB97M-V/def2-TZVPD) of 2 unconnected molecules or ions with the total composition C4H10N3O2.

XYZ file:
```
19
Properties=species:S:1:pos:R:3:mulliken_charge:R:1
C -1.09355 0.52721 -1.12287 0.0360
C -2.85528 1.55215 -2.17018 0.1140
C 2.36479 0.65227 2.04627 0.0793
C 1.92952 -1.24267 0.89151 -1.2466
N -2.23665 0.39350 -1.79204 -0.1170
N 1.63782 0.16504 1.10002 -0.2953
N -0.32858 -0.36230 -0.66009 -0.1530
O -2.53707 2.62921 -1.86459 -0.3838
O 3.14080 0.15732 3.00316 -0.3758
H -3.87439 1.34496 -2.66362 0.3094
H 2.16526 1.73139 2.20923 0.3342
H 2.94552 -1.44918 1.32685 0.3922
H 1.95755 -1.41508 -0.12957 0.3849
H 1.15164 -1.94548 1.25551 0.2921
H -2.51815 -0.49776 -2.14899 0.2324
H -0.47057 -1.37469 -0.59749 0.2730
H 0.53646 0.02114 -0.17552 0.5145
H -0.78137 1.63015 -1.18957 0.3527
H 3.11484 -0.76458 2.90504 0.2567
```

Its total charge is +1. The value obtained for the calculated total energy is -12867.6695 eV. For the max |F|, the calculation gives 0.101 hartree/bohr. The calculation puts the relative energy (zero: lowest compared OMol25 entry of this formula, charge and spin) at 35.8 kcal/mol. Its highest occupied orbital energy is -14.1 eV.

---

Entry 3:
The following is a DFT calculation (ωB97M-V/def2-TZVPD) of 7 unconnected molecules or ions with the total composition C67H64F6N2O2.

XYZ file:
```
141
Properties=species:S:1:pos:R:3:mulliken_charge:R:1
H 2.38015 -5.91882 -0.09773 0.1845
N 2.12501 -5.24961 0.63401 -0.3628
C 1.10197 -5.70328 1.23917 0.9832
C 0.40670 -7.00917 0.89664 -1.3960
C 0.53420 -4.91252 2.41443 -2.0134
C 0.52383 -3.40837 2.20561 0.3133
C 1.61843 -2.63640 2.61246 0.2184
C 2.82902 -3.30877 3.21513 -1.0502
C 2.95246 -3.14759 4.76210 -1.2362
C 1.56180 -1.27343 2.45330 -0.8079
C 0.48151 -0.64289 1.86724 0.4639
C 0.52707 0.84686 1.72722 0.0448
C 0.28155 1.72494 2.75629 -0.2522
C 0.37923 3.08923 2.55858 -1.1881
C 0.71072 3.63308 1.34699 -0.4437
C 0.95884 2.74666 0.30259 -0.6458
C 0.86046 1.39768 0.49843 -0.0370
C -0.57641 -1.40603 1.42823 -0.4652
C -0.56935 -2.78971 1.61331 1.0973
C -1.77254 -3.55334 1.14989 -0.2627
O -1.73811 -4.72698 0.81146 -0.6161
C -3.09692 -2.83167 1.12440 0.3892
C -4.24924 -3.55103 1.31516 -0.6930
C -5.42688 -2.84791 1.28119 -0.8473
C -5.48455 -1.48437 1.10256 1.5197
C -6.89734 -0.87477 1.08223 -1.3022
N -7.76219 -1.56536 0.09904 -0.4023
C -7.23571 -1.47446 -1.26268 -0.4666
C -4.31409 -0.74058 0.94771 -1.2399
C -4.30583 0.77773 0.79349 0.8426
C -5.14102 1.50918 1.90128 -1.8291
C -4.68953 1.24036 -0.62904 0.3314
C -4.23579 2.72868 -0.76858 -1.4552
C -3.12700 -1.46785 0.94223 0.6643
C -1.78898 -0.82121 0.72886 0.3699
O -1.62055 0.13209 -0.01746 -0.6443
H 0.19067 -7.59324 1.79665 0.3436
H 1.01495 -7.61201 0.21364 0.4265
H -0.52246 -6.75099 0.37761 0.2644
H 1.11663 -5.18276 3.30462 0.6885
H -0.48202 -5.26241 2.61156 0.5159
H 3.70631 -2.81298 2.77467 0.5175
H 2.93058 -4.35125 2.91848 0.3301
H 2.68688 -4.08503 5.26123 0.3164
H 2.34501 -2.30584 5.09962 0.3283
H 4.00981 -2.97499 4.98818 0.3532
H 2.41904 -0.68545 2.77703 0.5109
H 0.01074 1.35827 3.74439 0.5243
H 0.20583 3.74148 3.41276 0.4068
H 0.79319 4.69728 1.15124 0.7117
H 1.24991 3.12629 -0.67338 0.3046
H 1.06406 0.72485 -0.33086 0.4485
H -4.21505 -4.62125 1.48425 0.5822
H -6.33987 -3.42656 1.41182 0.3624
H -7.39561 -1.03546 2.04560 0.3872
H -6.90288 0.17082 0.78429 0.2233
H -7.92336 -2.52220 0.38110 0.3569
H -6.44128 -2.20614 -1.48163 0.2431
H -6.75737 -0.49479 -1.34759 -0.0446
H -8.01165 -1.48726 -2.02871 0.3436
H -3.28440 1.13070 0.93937 0.7040
H -4.54653 2.27530 2.40006 0.3420
H -5.99731 1.98231 1.40023 0.3881
H -5.58344 0.80082 2.60717 0.3927
H -5.76662 1.21881 -0.80875 -0.5525
H -4.11819 0.68765 -1.38271 0.4970
H -3.24151 2.84052 -0.32114 0.4020
H -4.25972 3.07883 -1.80162 0.3787
H -4.91438 3.31789 -0.13680 0.2720
F 4.68779 -6.09545 -1.41828 -0.3141
C 5.14069 -4.90135 -1.85717 0.3862
C 4.37764 -3.77182 -1.64018 -0.2041
C 4.84570 -2.54492 -2.08857 -0.5294
C 6.06200 -2.46524 -2.75325 -0.4901
C 6.81407 -3.61274 -2.96628 -0.4666
C 6.35471 -4.84181 -2.51142 -0.4996
H 3.42841 -3.85618 -1.12537 0.4224
H 4.26074 -1.65061 -1.91837 0.4780
H 6.42379 -1.50927 -3.10442 0.3375
H 7.76100 -3.55184 -3.48776 0.4125
H 6.93011 -5.74648 -2.66063 0.4329
F -4.32191 -4.38065 -3.55244 -0.3044
C -2.98565 -4.55361 -3.56617 0.3849
C -2.30719 -4.46074 -4.76551 -0.5365
C -0.93022 -4.63376 -4.77579 -0.4029
C -0.25358 -4.90662 -3.59387 -0.7249
C -0.95298 -5.00183 -2.39763 -0.0447
C -2.32881 -4.81825 -2.38121 -0.5039
H -2.85353 -4.25502 -5.67684 0.4255
H -0.38480 -4.55609 -5.70719 0.3726
H 0.82027 -5.04512 -3.60590 0.4736
H -0.42814 -5.21783 -1.47580 0.3671
H -2.88953 -4.87938 -1.45719 0.4742
F -0.47930 5.50214 -1.28987 -0.3181
C 0.62135 6.21784 -1.58399 0.2855
C 0.77949 7.47094 -1.02461 -0.3890
C 1.91893 8.20338 -1.32032 -0.4307
C 2.87889 7.68166 -2.17734 -0.4661
C 2.70117 6.42431 -2.73674 -0.5055
C 1.56794 5.68156 -2.43449 -0.2619
H 0.01737 7.86263 -0.36324 0.4298
H 2.05999 9.18102 -0.87976 0.3846
H 3.76669 8.25628 -2.40675 0.4032
H 3.44705 6.01847 -3.40761 0.3915
H 1.41682 4.69416 -2.85177 0.4730
F 4.28342 8.42847 0.68437 -0.3190
C 4.03227 7.71474 1.79849 0.4382
C 3.83789 8.37508 2.99523 -0.5385
C 3.57186 7.63337 4.13772 -0.3052
C 3.51305 6.24732 4.07022 -0.6807
C 3.71512 5.60037 2.85801 -0.3587
C 3.97200 6.33762 1.71109 -0.2975
H 3.89474 9.45538 3.02805 0.4212
H 3.41035 8.13761 5.08139 0.3671
H 3.30881 5.67143 4.96367 0.3924
H 3.67210 4.52024 2.80478 0.4423
H 4.12296 5.85330 0.75459 0.4420
F -8.01600 0.44740 -3.37167 -0.2447
C -7.89152 1.78326 -3.48182 0.4101
C -7.88582 2.55254 -2.33455 -0.2066
C -7.75078 3.92876 -2.44615 -0.3560
C -7.63398 4.51678 -3.69863 -0.6267
C -7.64686 3.72780 -4.84123 -0.3827
C -7.77127 2.34991 -4.73487 -0.5418
H -7.98667 2.07493 -1.36785 0.4102
H -7.73725 4.54273 -1.55517 0.3798
H -7.53278 5.59098 -3.78340 0.3849
H -7.55975 4.18596 -5.81759 0.3739
H -7.77451 1.71728 -5.61280 0.4166
F 7.41775 -0.45704 -1.05117 -0.2777
C 8.15358 -0.87722 -0.00375 0.4561
C 8.71991 -2.13607 -0.04002 -0.0997
C 9.48037 -2.56353 1.03887 -0.4853
C 9.65593 -1.73488 2.13941 -0.5027
C 9.07476 -0.47428 2.15992 -0.4183
C 8.32152 -0.03757 1.07948 -0.5419
H 8.56388 -2.76964 -0.90294 0.3284
H 9.93580 -3.54491 1.02100 0.3669
H 10.24633 -2.07280 2.98129 0.3754
H 9.20764 0.17056 3.01867 0.3681
H 7.86719 0.94468 1.07293 0.4326
```

As for the structure (SMILES): [H]/N=C(\C)Cc1c(CC)cc(-c2ccccc2)c2c1C(=O)c1ccc(CNC)c([C@H](C)CC)c1C2=O.Fc1ccccc1.Fc1ccccc1.Fc1ccccc1.Fc1ccccc1.Fc1ccccc1.Fc1ccccc1. The value obtained for the calculated total energy is -93897.5770 eV. For the max |F|, the calculation gives 0.033 hartree/bohr. Its highest occupied orbital energy is -8.7 eV.

---

Entry 4:
The following is a DFT calculation (ωB97M-V/def2-TZVPD) of 2 unconnected molecules or ions with the total composition C5H13NO.

XYZ file:
```
20
Properties=species:S:1:pos:R:3:mulliken_charge:R:1
C 0.14320 0.40361 -0.65828 -0.9729
C -0.88587 0.57556 -1.47612 0.1111
C -0.98122 0.08155 -2.88618 -0.1739
N -2.36832 -0.35474 -3.18153 -0.6297
H 0.13718 0.79959 0.34700 0.3498
H 1.00282 -0.15372 -1.01539 0.1903
H -1.82884 0.91464 -1.04707 0.1892
H -0.63572 0.82826 -3.60950 0.2066
H -0.31783 -0.77849 -3.00677 0.2703
H -2.56890 -0.21703 -4.16408 0.2384
H -2.99198 0.28652 -2.70105 0.2175
C 0.59494 -1.13695 3.01398 -1.0659
C 1.74052 -0.43574 2.30759 -0.0840
O 1.51930 0.96560 2.46272 -0.5231
H -0.35647 -0.80819 2.59573 0.2693
H 0.66064 -2.22168 2.93011 0.3497
H 0.59886 -0.87131 4.07170 0.2925
H 1.73358 -0.69217 1.24666 0.1001
H 2.69806 -0.74836 2.72442 0.3796
H 2.34621 1.44121 2.39274 0.2852
```

As for the structure (SMILES): C=CCN.CCO. The value obtained for the calculated total energy is -8932.0764 eV. For the max |F|, the calculation gives 0.016 hartree/bohr. The calculation puts the relative energy (zero: lowest compared OMol25 entry of this formula, charge and spin) at 44.6 kcal/mol. Its highest occupied orbital energy is -9.2 eV.

---

Entry 5:
The following is a DFT calculation (ωB97M-V/def2-TZVPD) of a molecular structure, C22H42Cl2MnN5O4SSi4Te.

XYZ file:
```
82
Properties=species:S:1:pos:R:3:lowdin_spin:R:1
Mn -0.00483 -0.96493 0.80962 4.6879
Cl 5.60479 -4.96759 -2.25770 0.0006
C 4.27630 -4.27059 -1.36711 0.0026
C 3.54696 -5.07852 -0.48666 0.0005
C 2.50316 -4.54717 0.22195 0.0028
Cl 1.59443 -5.55547 1.29851 0.0004
C 2.12030 -3.17114 0.12371 0.0068
O 1.18112 -2.70894 0.85124 0.0495
C 2.87837 -2.39614 -0.79977 0.0031
C 2.59198 -0.99257 -1.03241 0.0074
O 1.72147 -0.31833 -0.50545 0.0396
C 3.94180 -2.95459 -1.52696 0.0003
H 3.80402 -6.12181 -0.36500 0.0000
H 3.24887 -0.50842 -1.77763 0.0014
H 4.49613 -2.32924 -2.21673 0.0001
C 4.71459 -3.01165 2.81072 0.0000
C 3.76916 -3.87113 3.56114 0.0000
N 3.98672 -5.08568 3.94912 0.0000
N 2.82038 -5.44106 4.57626 0.0000
C 1.86610 -4.49205 4.55597 0.0000
S 0.31540 -4.57344 5.15462 0.0003
N 2.50521 -3.45923 3.92062 0.0001
N 1.90611 -2.24818 3.64500 -0.0002
H 5.64894 -3.55067 2.67687 0.0000
H 4.90116 -2.07855 3.34352 0.0000
H 4.30505 -2.75842 1.83059 0.0000
H 2.68963 -6.37051 4.92966 0.0000
H 1.84774 -2.10954 2.64082 0.0002
H 2.34526 -1.46896 4.12460 0.0001
N -1.10317 -1.87323 2.58228 0.0409
C -1.63916 -0.73030 3.34565 0.0064
C -0.54974 -0.07396 4.17740 0.0009
C 0.73037 0.35032 3.44550 0.0107
O 1.70961 0.63002 4.13609 0.0094
O 0.70886 0.38165 2.16226 0.0606
H -1.85779 -2.45071 2.22890 0.0032
H -0.51945 -2.46245 3.17633 0.0021
H -2.45005 -1.04083 4.01283 0.0015
H -2.06477 -0.02109 2.63127 0.0018
H -0.23854 -0.73906 4.98493 0.0003
H -0.95475 0.82347 4.65354 0.0001
C -4.11147 3.87383 -3.26505 0.0008
Si -4.06420 2.34500 -2.15610 0.0021
C -4.97792 2.74043 -0.55713 0.0002
C -4.99958 0.97368 -3.03834 0.0003
Si -1.87778 1.66640 -1.67460 0.0136
Te -2.09901 -0.70235 -0.94184 0.0350
Si -0.66313 1.73688 -3.66971 0.0015
C -1.67093 0.94852 -5.05232 0.0002
C -0.25796 3.51330 -4.16506 0.0005
C 0.95221 0.79259 -3.51171 0.0003
Si -0.96964 3.18903 -0.14306 0.0014
C -1.66168 2.92399 1.58077 0.0001
C -1.45813 4.92831 -0.70171 0.0004
C 0.90186 3.09693 -0.07901 0.0003
H -5.14423 4.19529 -3.42876 0.0001
H -3.67034 3.65780 -4.24138 0.0000
H -3.56153 4.71002 -2.82919 0.0000
H -6.03290 2.95569 -0.74926 0.0000
H -4.54282 3.60448 -0.04988 0.0000
H -4.92128 1.88825 0.12436 0.0002
H -6.03316 1.27531 -3.23244 0.0000
H -5.00925 0.06777 -2.42955 0.0002
H -4.53050 0.72502 -3.99250 0.0000
H -2.56525 1.53432 -5.27791 0.0000
H -1.99074 -0.05381 -4.75786 0.0002
H -1.08159 0.86477 -5.96988 0.0000
H -1.16187 4.12095 -4.24983 0.0000
H 0.25850 3.53900 -5.12900 0.0001
H 0.39231 3.98476 -3.42400 0.0000
H 0.74843 -0.24902 -3.25419 0.0002
H 1.57137 1.21500 -2.71768 0.0000
H 1.51235 0.81952 -4.45107 0.0000
H -2.75243 2.87063 1.57566 0.0000
H -1.35723 3.74003 2.24291 0.0000
H -1.26841 1.99366 1.99185 0.0003
H -2.53908 5.07634 -0.64873 0.0000
H -1.14192 5.12919 -1.72805 0.0000
H -0.98589 5.67147 -0.05230 0.0001
H 1.23094 2.13336 0.31352 0.0002
H 1.29091 3.87682 0.58241 0.0000
H 1.34517 3.23752 -1.06839 0.0000
```

As for the multiplicity: 6. Its total charge is -1. The value obtained for the calculated total energy is -145150.0438 eV. For the max |F|, the calculation gives 0.002 hartree/bohr. The calculation puts the relative energy (zero: lowest compared OMol25 entry of this formula, charge and spin) at 0.0 kcal/mol. Its highest occupied orbital energy (alpha / beta) is -4.6 / -4.7 eV.

---

Entry 6:
The following is a DFT calculation (ωB97M-V/def2-TZVPD) of 2 unconnected molecules or ions with the total composition C12H21F3N2O6P.

XYZ file:
```
45
Properties=species:S:1:pos:R:3:mulliken_charge:R:1
N 0.18896 -2.56106 2.61592 -0.3545
C 0.72956 -2.88350 1.68037 0.5316
O 1.29088 -3.11035 0.48255 -0.4071
C 0.96135 -1.96103 -0.35220 0.3759
N 2.22687 -1.19406 -0.53710 0.0848
C 3.21435 -1.84468 -1.45948 -0.6101
C 2.57800 -2.76902 -2.55652 -0.4735
O 1.39024 -3.45724 -2.17125 -0.4709
C 0.40404 -2.51313 -1.72331 0.1804
C -0.96100 -3.19304 -1.39855 -0.9248
C -2.19426 -2.48118 -2.03499 -0.6691
C -2.26336 -0.97702 -1.73838 0.4548
F -1.23077 -0.26255 -1.13891 -0.2222
C -3.41546 -0.28460 -2.04792 0.1237
F -3.50545 0.64208 -2.98792 -0.1829
F -4.52185 -0.63041 -1.37166 -0.1820
H 0.20190 -1.38407 0.21256 -0.4256
H 2.65867 -1.08474 0.39407 0.4246
H 1.95912 -0.24924 -0.85645 0.4959
H 4.02989 -2.35012 -0.89478 0.3487
H 3.72781 -1.01566 -2.00476 0.3685
H 2.34477 -2.16523 -3.46652 0.3502
H 3.36407 -3.49999 -2.85443 0.3497
H 0.33739 -1.72178 -2.50620 0.5759
H -1.14900 -3.31067 -0.30477 0.3331
H -0.90089 -4.23242 -1.80591 0.3154
H -2.30858 -2.65866 -3.12800 0.3566
H -3.10471 -2.94253 -1.56992 0.3610
C -2.04663 4.25000 1.68746 -0.6324
O -1.04276 3.78065 2.59381 -0.3385
P 0.27388 3.10836 1.99282 1.1606
O 0.68008 3.61515 0.67573 -0.6867
O -0.00428 1.54363 2.05993 -0.3662
C -1.06944 1.01493 1.28106 -0.6784
O 1.33062 3.28268 3.15058 -0.3528
C 1.66464 4.61557 3.54568 -0.6658
H -1.96541 5.33187 1.59090 0.2827
H -1.95510 3.79490 0.70125 0.3134
H -3.02387 4.00011 2.09882 0.2541
H -1.07123 1.44362 0.27966 0.3719
H -2.02302 1.21548 1.77351 0.3462
H -0.93785 -0.06219 1.20681 0.0349
H 0.95117 4.96110 4.29379 0.2626
H 1.66177 5.29547 2.69225 0.3416
H 2.65988 4.60346 3.98447 0.2446
```

Its total charge is +1. The value obtained for the calculated total energy is -45480.9155 eV. For the max |F|, the calculation gives 0.084 hartree/bohr. Its highest occupied orbital energy is -11.5 eV.